Record 1
C10H8BrF3N2O6PS2 | wB97M-V/def2-TZVPD

```
33
Properties=species:S:1:pos:R:3:lowdin_charge:R:1
O 0.4800 -3.9599 0.4601 -0.44
P -0.5447 -2.8948 0.5525 0.70
C -0.0453 -1.3060 -0.1173 -0.29
C 1.2598 -1.0977 -0.4402 -0.03
C 1.6844 0.1419 -0.9842 -0.03
C 0.7948 1.1439 -1.1923 0.01
C -0.5622 0.9610 -0.8647 -0.19
N -1.4616 1.9645 -1.0611 0.12
C -2.6858 1.7414 -0.7249 -0.66
Br -3.9219 3.1584 -1.0235 0.77
C -3.1366 0.5096 -0.1492 -0.34
C -4.5620 0.2187 0.2363 -0.23
S -5.2667 -0.9220 -0.9381 0.67
O -5.3673 -0.2717 -2.2137 -0.34
O -6.3946 -1.5806 -0.3442 -0.35
N -2.2811 -0.4648 0.0396 0.16
C -0.9855 -0.2719 -0.3152 -0.21
H -0.9606 -2.6194 1.8675 0.01
H -1.7551 -3.1788 -0.1019 0.00
H 1.9780 -1.8926 -0.2735 0.12
H 2.7341 0.3025 -1.1981 0.09
H 1.1112 2.1044 -1.5832 0.13
H -4.5902 -0.2833 1.2049 0.11
H -5.2059 1.0961 0.2392 0.07
H -4.2423 -1.8058 -1.0016 0.07
C 6.2729 0.8437 1.3976 -0.67
F 6.3564 -0.4631 1.0949 0.10
F 6.6075 0.9770 2.6904 0.11
F 7.2079 1.4807 0.6736 0.10
S 4.5877 1.5101 1.0659 0.44
O 3.7484 0.6923 1.9158 -0.33
O 4.4326 1.2683 -0.3572 -0.35
O 4.7136 2.8978 1.4458 -0.33
```

Results
HOMO = -6.271 eV
LUMO level = 0.998 eV
orbital gap = 7.269 eV
ΔE to the lowest compared entry with this formula, charge and spin = 0.0 kJ/mol
largest force on an atom = 0.51 eV Å⁻¹
2S+1 = 1
charge = -1


Record 2
C18H34O3 | wB97M-V/def2-TZVPD

```
55
Properties=species:S:1:pos:R:3:lowdin_charge:R:1
C 3.0886 5.5051 0.6098 -0.12
C 3.8227 4.2939 1.1722 -0.28
C 3.0972 2.9891 0.8514 -0.24
C 3.8366 1.7755 1.4104 -0.23
C 3.0886 0.4580 1.2037 -0.22
C 3.0019 0.0317 -0.2603 -0.22
C 2.3557 -1.3431 -0.4101 -0.22
C 2.2538 -1.7718 -1.8777 -0.21
C 1.6539 -3.1377 -1.9931 -0.12
C 0.5073 -3.4749 -2.5640 -0.13
C -0.4774 -2.5778 -3.2464 -0.21
C -1.7957 -2.5052 -2.4664 -0.21
C -1.6118 -1.8418 -1.1045 -0.22
C -2.9163 -1.7778 -0.3140 -0.21
C -2.7193 -1.0867 1.0340 -0.21
C -3.9511 -1.1467 1.9337 -0.13
C -5.1698 -0.3432 1.4234 -0.31
O -6.3239 -0.6777 2.1476 -0.01
C -4.8927 1.1392 1.5824 -0.48
O -5.2940 1.7780 2.5216 0.12
O -4.1476 1.6584 0.6097 0.13
H 2.0866 5.5721 1.0286 0.07
H 3.6220 6.4222 0.8489 0.07
H 3.0023 5.4307 -0.4722 0.07
H 3.9170 4.3981 2.2557 0.11
H 4.8319 4.2560 0.7555 0.11
H 2.0904 3.0238 1.2751 0.12
H 3.0001 2.8966 -0.2317 0.11
H 3.9899 1.9245 2.4824 0.11
H 4.8225 1.7071 0.9445 0.11
H 2.0799 0.5467 1.6145 0.11
H 3.6036 -0.3260 1.7649 0.11
H 2.4176 0.7613 -0.8237 0.11
H 4.0071 0.0074 -0.6884 0.12
H 1.3542 -1.3215 0.0256 0.11
H 2.9412 -2.0823 0.1420 0.12
H 3.2589 -1.7886 -2.3098 0.12
H 1.6661 -1.0361 -2.4259 0.10
H 2.2478 -3.9161 -1.5284 0.10
H 0.2061 -4.5156 -2.5409 0.11
H -0.0767 -1.5716 -3.3662 0.10
H -0.6818 -2.9790 -4.2433 0.11
H -2.1887 -3.5150 -2.3270 0.11
H -2.5266 -1.9405 -3.0498 0.11
H -0.8677 -2.4030 -0.5351 0.11
H -1.2276 -0.8289 -1.2467 0.12
H -3.2903 -2.7909 -0.1509 0.12
H -3.6594 -1.2369 -0.9022 0.11
H -1.8962 -1.5763 1.5605 0.12
H -2.4307 -0.0480 0.8651 0.10
H -3.6978 -0.7820 2.9330 0.13
H -4.2846 -2.1814 2.0325 0.12
H -5.3609 -0.5784 0.3731 0.15
H -6.3797 -0.0751 2.9046 0.10
H -3.9830 2.6021 0.7722 0.14
```

Results
HOMO = -9.164 eV
LUMO level = 0.442 eV
SMILES = CCCCCCCC/C=C\CCCCCC[C@@H](O)C(=O)O
orbital gap = 9.606 eV
ΔE to the lowest compared entry with this formula, charge and spin = 95.5 kJ/mol
largest force on an atom = 0.68 eV Å⁻¹
2S+1 = 1
charge = 0


Record 3
C4H6O2 | wB97M-V/def2-TZVPD

```
12
Properties=species:S:1:pos:R:3:lowdin_charge:R:1
O 2.0688 1.4251 0.0880 0.19
C 1.1527 0.6947 0.0512 -0.26
C 0.7769 -0.7588 -0.2026 -0.11
C -0.7227 -0.7565 0.0789 -0.16
C -0.9779 0.7719 0.0291 -0.37
O -0.4504 1.3515 -1.0019 -0.10
H 1.0358 -0.9670 -1.2475 0.14
H 1.3678 -1.4097 0.4537 0.13
H -1.2997 -1.2585 -0.7078 0.12
H -0.9731 -1.1986 1.0511 0.12
H -0.0300 0.9651 0.9898 0.17
H -1.9482 1.1407 0.4180 0.13
```

Results
HOMO = -9.249 eV
LUMO level = 0.332 eV
orbital gap = 9.581 eV
ΔE to the lowest compared entry with this formula, charge and spin = 346.4 kJ/mol
largest force on an atom = 1.78 eV Å⁻¹
2S+1 = 1
charge = 0


Record 4
C2H6IOP | wB97M-V/def2-TZVPD

```
11
Properties=species:S:1:pos:R:3:lowdin_charge:R:1
C -1.5572 -0.7769 0.1878 -0.08
C -0.6110 -0.2679 -0.9712 -0.41
O 0.0357 0.8135 -0.6397 -0.02
P 3.0012 1.6168 1.8122 0.19
I 4.2852 0.3095 0.2436 0.17
H -2.3784 -0.0996 0.2392 0.04
H -2.1063 -1.7602 -0.0561 0.10
H -1.0244 -0.6515 1.1064 0.06
H -1.2832 0.2554 -1.7947 0.18
H -0.1247 -1.1244 -1.4965 0.11
H 1.7630 1.6852 1.3690 -0.34
```

Results
HOMO (spin up / spin down) = -8.372 / -9.326 eV
LUMO level (spin up / spin down) = -1.391 / -1.372 eV
orbital gap (spin up / spin down) = 6.981 / 7.954 eV
ΔE to the lowest compared entry with this formula, charge and spin = 470.8 kJ/mol
largest force on an atom = 3.31 eV Å⁻¹
2S+1 = 1
charge = 0


Record 5
C6H10N2 | wB97M-V/def2-TZVPD

```
18
Properties=species:S:1:pos:R:3:lowdin_charge:R:1
C 0.6030 -1.4648 1.3689 -0.05
C -0.6516 1.9822 -1.3515 -0.05
C 0.7550 1.5864 0.7601 -0.05
N -0.5079 -1.2119 0.4567 -0.14
C -0.1365 1.0218 -0.3178 -0.36
N -0.5732 -0.1670 -0.4165 0.05
C -0.6962 -2.0877 -0.5930 -0.22
C -0.8708 -2.9868 -1.3979 0.09
H 0.4887 -2.4899 1.7179 0.09
H 1.5821 -1.3855 0.8866 0.09
H 0.5651 -0.7533 2.1883 0.07
H -1.1368 1.4390 -2.1572 0.08
H -1.3767 2.6652 -0.9026 0.08
H 0.2965 1.4790 1.7532 0.08
H 0.9132 2.6656 0.5915 0.08
H 1.7345 1.1162 0.7534 0.07
H 0.1646 2.5817 -1.7500 0.07
H -1.1532 -3.9903 -1.5900 0.01
```

Results
HOMO = -8.466 eV
LUMO level = 0.875 eV
orbital gap = 9.341 eV
ΔE to the lowest compared entry with this formula, charge and spin = 456.1 kJ/mol
largest force on an atom = 3.62 eV Å⁻¹
2S+1 = 1
charge = 0


Record 6
C6H9N | wB97M-V/def2-TZVPD

```
16
Properties=species:S:1:pos:R:3:lowdin_charge:R:1
C -0.8564 1.7213 2.8838 -0.11
C -0.5827 1.3194 1.5092 -0.09
C -0.3770 0.9984 0.3667 -0.02
C -0.0823 0.5520 -0.9967 -0.23
N 0.8315 -0.5879 -1.0028 -0.12
C 0.8327 -1.3570 -2.2380 -0.15
C 0.2472 -1.9139 -0.9994 -0.15
H -1.9342 1.7246 3.0667 0.08
H -0.4687 2.7255 3.0744 0.08
H -0.3876 1.0295 3.5895 0.08
H -1.0332 0.3515 -1.5296 0.12
H 0.4268 1.3515 -1.5468 0.12
H 1.8239 -1.6100 -2.6100 0.10
H 0.1269 -1.0632 -3.0110 0.10
H -0.8380 -1.9998 -0.9584 0.11
H 0.7728 -2.6633 -0.4203 0.10
```

Results
HOMO = -9.252 eV
LUMO level = 1.098 eV
SMILES = CC#CCN1CC1
orbital gap = 10.349 eV
ΔE to the lowest compared entry with this formula, charge and spin = 307.3 kJ/mol
largest force on an atom = 0.68 eV Å⁻¹
2S+1 = 1
charge = 0


Record 7
C9H10Cl3NO2Sn | wB97M-V/def2-TZVPD

```
26
Properties=species:S:1:pos:R:3:lowdin_charge:R:1
C -1.8497 0.6795 -1.7869 -0.13
C -2.6169 1.8078 -1.3764 -0.18
C -3.2556 1.5077 -0.1394 -0.25
C -2.8256 0.1684 0.2595 -0.33
C -1.9881 -0.3384 -0.8159 -0.18
Sn -0.8965 1.3452 1.1095 1.47
N 1.9988 -0.7025 -0.6582 -0.09
C 3.3473 -0.6567 -0.6510 -0.21
C 2.4938 0.5234 -0.0326 -0.17
H -4.0006 2.0985 0.3829 0.09
H -2.7625 2.7210 -1.9561 0.10
H -3.2997 -0.4385 1.0281 0.11
H -1.6289 -1.3588 -0.8866 0.11
H -1.3127 0.5789 -2.7276 0.10
H 2.3932 1.4349 -0.6209 0.08
H 3.8326 -0.4423 -1.6012 0.09
H 1.5467 -1.3447 0.0118 0.06
H 2.4362 0.5848 1.0618 0.08
H 3.8652 -1.3353 0.0360 0.10
Cl -1.0205 -3.7010 2.7334 0.62
C 0.1193 -2.3991 3.1554 -1.49
Cl 0.0727 -2.0298 4.8852 0.61
Cl 1.7951 -2.8215 2.6861 0.60
C -0.3284 -1.1412 2.2969 -0.79
O -0.0646 -1.1411 1.0560 -0.18
O -0.9328 -0.1774 2.8815 -0.22
```

Results
HOMO = -8.641 eV
LUMO level = -0.604 eV
orbital gap = 8.038 eV
ΔE to the lowest compared entry with this formula, charge and spin = 0.0 kJ/mol
largest force on an atom = 4.15 eV Å⁻¹
2S+1 = 1
charge = 0


Record 8
C8H10Cl2OSi | wB97M-V/def2-TZVPD

```
22
Properties=species:S:1:pos:R:3:lowdin_charge:R:1
C 3.7176 0.1006 -0.1028 -0.10
C 3.0665 -1.0706 -0.1010 -0.15
C 2.9589 1.3151 -0.0559 -0.10
C 0.9464 0.0838 0.0222 -0.17
C 1.6731 -1.1261 -0.0751 -0.72
C 1.5803 1.2414 0.0989 -0.78
C -2.4459 0.0329 -1.6843 -0.18
C -2.6936 -1.1127 1.4566 -0.16
O -2.1764 1.5775 0.8596 -0.22
Si -1.9945 0.1786 0.2012 0.63
Cl 0.7494 -2.5602 -0.1449 0.66
Cl 0.6897 2.6707 0.3833 0.72
H 4.7767 0.1626 -0.0814 0.09
H 3.5308 -1.9660 -0.4900 0.10
H 3.3689 2.3928 0.1503 0.13
H -3.1116 0.9776 -1.9601 0.08
H -1.5023 -0.2146 -2.2380 0.03
H -2.9789 -0.8930 -1.8394 0.00
H -3.7300 -1.0394 1.5645 -0.01
H -2.4631 -2.0872 0.9690 0.03
H -2.3347 -1.0783 2.4993 0.04
H -1.6273 2.4147 0.5681 0.06
```

Results
HOMO = -8.252 eV
LUMO level = 0.458 eV
orbital gap = 8.711 eV
ΔE to the lowest compared entry with this formula, charge and spin = 0.0 kJ/mol
largest force on an atom = 5.30 eV Å⁻¹
2S+1 = 1
charge = 0


Question: What is the charge in the second record?
Answer: 0